Molecular formula: C3H14N2O3
Method: DFT, the ωB97M-V functional and the def2-TZVPD basis

Geometry as ORCA input:
```
! RIJCOSX wB97M-V def2-TZVPD def2/J DEFGRID3
* xyz 0 1
C -0.4233 2.5613 -0.3543
C -0.2709 1.0537 -0.5924
N -0.0093 0.3744 0.6049
C -0.4482 0.3097 -1.6921
N -0.3530 -1.1208 -1.8744
H -1.5751 2.6265 -0.4649
H 0.1143 2.8794 0.6332
H 0.0619 3.3317 -1.0952
H 0.2635 0.7878 1.4068
H 0.0723 -0.5775 0.4708
H -0.9099 0.7661 -2.5225
H 0.7679 -1.3433 -1.9315
H -0.8163 -1.3623 -2.7556
O 0.0397 -2.6387 0.7395
H -0.4124 -2.8787 -0.2144
H 0.5515 -3.3797 1.0486
O 3.0401 0.5013 -0.0797
H 3.2034 -0.4683 0.0579
H 2.0612 0.4578 -0.1882
O -1.9595 -0.1502 2.4837
H -1.4674 -0.1869 3.2447
H -1.4864 -0.6763 1.8818
*
```

Its energy above the lowest of the compared OMol25 structures with the same formula, charge and spin is 58.67 kcal per mole. Its calculated total energy is -457.8456 hartree. The value obtained for the highest occupied orbital energy is -7.475 eV. For the orbital gap, the calculation gives 7.840 eV.